The following is a DFT calculation (ωB97M-V/def2-TZVPD) of C3H3NO3Pt as an isolated structure.

Values from the calculation:
- HOMO-LUMO gap (spin up / spin down) (eV) = 8.377 / 6.447
- 2S+1 = 3
- total charge = +2
- energy (a.u.) = -515.018720

Each line ends with the Mulliken spin population.
Atoms and positions in Å:
O: 0.001 2.133 -3.216  0.044
C: 0.001 1.482 -2.214  0.095
Pt: 0.000 0.166 -0.641  0.936
C: 1.648 -0.571 -0.669  0.171
C: -1.654 -0.571 -0.671  0.175
O: 2.641 -1.275 -0.809  0.152
O: -2.638 -1.268 -0.809  0.138
N: -0.001 -1.085 1.766  0.313
H: 0.812 -0.978 2.392  -0.004
H: -0.033 -2.070 1.658  -0.016
H: -0.783 -0.928 2.423  -0.004

---

The following is a DFT calculation (ωB97M-V/def2-TZVPD) of C27H43Cl2CuO13 as an isolated structure.

Values from the calculation:
- HOMO-LUMO gap (spin up / spin down) (eV) = 8.019 / 5.878
- 2S+1 = 2
- total charge = +1
- energy (a.u.) = -4593.344089

Each line ends with the Mulliken spin population.
Atoms and positions in Å:
Cu: -2.384 2.716 -1.880  0.022
C: 0.273 -0.524 0.271  0.013
C: -0.937 -0.120 -0.551  0.015
O: -0.928 1.133 -1.104  0.851
H: 1.120 -0.608 -0.415  -0.004
H: 0.085 -1.479 0.749  -0.003
H: 0.540 0.202 1.037  -0.006
H: -1.846 -0.124 0.097  0.100
H: -1.090 -0.852 -1.366  0.016
O: -5.510 -2.065 -2.830  0.000
C: -4.503 -2.292 -3.386  0.000
O: -4.460 -2.699 -4.645  0.000
C: -3.094 -2.943 -5.078  0.000
C: -2.238 -2.941 -3.812  0.001
C: -3.095 -2.185 -2.792  0.001
H: -2.809 -2.178 -5.799  0.000
H: -3.064 -3.918 -5.560  0.000
H: -1.293 -2.408 -3.982  0.000
H: -1.929 -3.931 -3.488  0.000
H: -2.896 -1.114 -2.784  -0.004
H: -3.205 -2.579 -1.790  0.000
O: -4.112 1.510 -1.439  -0.001
C: -4.894 0.952 -0.704  -0.002
O: -6.052 0.582 -1.130  0.000
C: -6.743 -0.113 -0.092  0.000
C: -6.128 0.413 1.202  0.000
C: -4.715 0.610 0.768  0.002
H: -6.585 -1.178 -0.216  0.000
H: -7.784 0.162 -0.174  0.000
H: -6.215 -0.244 2.069  0.000
H: -6.565 1.357 1.531  0.000
H: -4.114 -0.310 0.808  0.001
H: -4.124 1.383 1.261  -0.002
O: -2.159 3.551 0.151  0.004
C: -1.291 3.584 0.946  -0.007
O: -1.538 3.560 2.195  0.000
C: -0.292 3.738 2.949  0.000
C: 0.691 4.297 1.983  -0.001
C: 0.181 3.694 0.683  0.008
H: 0.022 2.763 3.325  0.000
H: -0.482 4.385 3.797  0.000
H: 1.723 4.057 2.240  0.000
H: 0.658 5.387 1.933  0.000
H: 0.650 2.745 0.417  -0.006
H: 0.374 4.323 -0.185  0.000
O: 3.947 -1.642 3.189  0.000
C: 3.122 -1.271 3.906  0.000
O: 3.020 -1.706 5.185  0.000
C: 1.801 -1.206 5.791  0.000
C: 1.461 0.074 4.991  0.000
C: 2.030 -0.243 3.617  0.000
H: 2.012 -0.973 6.835  0.000
H: 0.998 -1.946 5.763  0.000
H: 1.931 0.950 5.438  0.000
H: 0.387 0.278 5.005  0.000
H: 2.546 0.584 3.128  0.000
H: 1.286 -0.612 2.919  0.000
O: 3.825 -6.157 1.622  0.000
C: 3.365 -5.149 1.296  0.000
O: 2.017 -4.942 1.311  0.000
C: 1.707 -3.657 0.742  0.000
C: 2.937 -3.294 -0.106  0.000
C: 4.039 -3.921 0.730  0.000
H: 1.614 -2.895 1.526  0.000
H: 0.792 -3.755 0.162  0.000
H: 3.010 -2.211 -0.248  0.000
H: 2.901 -3.730 -1.108  0.000
H: 4.315 -3.261 1.566  0.000
H: 4.974 -4.139 0.232  0.000
O: 3.215 2.584 0.894  0.000
C: 3.648 2.660 -0.220  0.000
O: 4.974 2.783 -0.517  0.000
C: 5.184 2.926 -1.925  0.000
C: 3.848 2.507 -2.598  0.000
C: 2.825 2.745 -1.485  -0.003
H: 6.030 2.306 -2.194  0.000
H: 5.448 3.964 -2.134  0.000
H: 3.908 1.453 -2.876  0.000
H: 3.621 3.106 -3.474  0.000
H: 1.993 2.047 -1.416  0.005
H: 2.448 3.771 -1.511  0.000
C: 1.034 0.438 -3.748  0.006
Cl: 1.934 -1.078 -3.476  0.001
Cl: 1.121 0.945 -5.422  0.001
H: 0.005 0.216 -3.515  -0.007
H: 1.483 1.153 -3.083  -0.001

---

The following is a DFT calculation (ωB97M-V/def2-TZVPD) of C6H15CrCsNO4P as an isolated structure.

Values from the calculation:
- HOMO-LUMO gap (spin up / spin down) (eV) = 7.890 / 6.607
- 2S+1 = 5
- total charge = +2
- energy (a.u.) = -1998.727779

Each line ends with the Mulliken spin population.
Atoms and positions in Å:
Cr: 0.161 0.988 1.684  3.219
Cs: -5.021 4.332 3.588  0.000
P: -1.970 1.940 1.930  -0.044
O: -1.103 2.132 0.711  0.093
O: -0.797 2.237 2.924  0.583
O: -1.681 0.473 2.026  0.253
O: -3.305 2.670 2.009  -0.014
C: 0.935 1.606 -1.773  0.001
C: 0.326 0.288 -1.296  -0.010
N: 0.589 -0.337 0.079  -0.087
C: 2.009 -0.826 0.071  -0.001
C: 2.523 -1.840 -0.935  -0.004
C: -0.231 -1.615 0.132  -0.015
C: -1.797 -1.467 -0.001  0.012
H: 0.501 2.547 -1.434  0.003
H: 0.950 1.682 -2.860  0.001
H: 1.982 1.535 -1.477  -0.001
H: -0.705 0.603 -1.134  -0.007
H: 0.301 -0.410 -2.132  0.003
H: 2.554 0.117 0.104  0.006
H: 2.219 -1.355 1.001  0.005
H: 3.612 -1.867 -0.958  0.000
H: 2.262 -2.835 -0.574  0.000
H: 2.207 -1.773 -1.976  0.000
H: 0.034 -2.126 1.058  0.002
H: 0.092 -2.215 -0.719  0.004
H: -2.233 -1.808 0.938  0.001
H: -2.178 -2.175 -0.736  0.000
H: -2.235 -0.501 -0.254  -0.001